Density functional theory data (the ωB97M-V functional and the def2-TZVPD basis) for a 12-piece molecular cluster, C102H217N11O12 overall at a distorted geometry.

The geometry in XYZ format:
```
342
Properties=species:S:1:pos:R:3:mulliken_charge:R:1
C -7.5539 1.7032 2.5934 -1.81
C -6.0805 1.2418 2.5500 2.20
C -5.5166 1.4424 1.1179 -0.88
C -5.2404 2.1643 3.4504 -0.90
C -5.5131 1.8324 4.9595 -1.26
C -5.3798 0.3049 5.2653 -0.19
C -6.1711 -0.5758 4.3195 1.77
C -5.7153 -2.0530 4.4277 -2.09
C -7.7118 -0.4888 4.6216 -1.67
N -5.8641 -0.1403 2.8960 1.44
O -6.6192 -0.8913 1.9785 -0.66
H -7.7981 2.1380 3.5839 0.31
H -7.6799 2.5385 1.8573 0.44
H -8.3045 0.9523 2.3424 0.17
H -4.4787 1.0588 1.1797 -0.19
H -6.0455 0.8394 0.4373 -0.62
H -5.4661 2.4807 0.8636 0.68
H -4.2146 2.0013 3.1013 -0.60
H -5.4629 3.1548 3.2402 0.84
H -4.8492 2.4045 5.5549 0.36
H -6.5362 2.0791 5.2074 0.62
H -5.6124 0.1238 6.3389 0.58
H -4.3070 0.1046 5.0642 -0.71
H -6.3850 -2.5743 3.7579 0.55
H -5.7597 -2.3579 5.4666 0.49
H -4.7186 -2.1424 4.0765 0.12
H -8.0450 0.5078 4.9492 0.26
H -8.0487 -1.2529 5.3116 0.51
H -8.2399 -0.7413 3.7049 0.24
H -5.9080 -1.0976 1.4319 -0.11
C 5.2498 -3.9584 -1.0953 -1.02
C 5.4390 -2.5424 -1.6929 2.27
C 4.1814 -1.7030 -1.7022 -0.87
C 6.5049 -1.8514 -0.7980 -1.09
C 7.8637 -2.5021 -0.9351 -0.72
C 8.2300 -2.5352 -2.4456 -1.64
C 7.2530 -3.2969 -3.3045 1.65
C 7.7158 -3.0754 -4.7696 -2.00
C 7.4060 -4.8337 -3.1092 -1.76
N 5.9808 -2.6859 -3.0957 0.68
O 4.9413 -3.4037 -3.8387 -0.38
H 4.7151 -3.9480 -0.1504 0.37
H 4.5538 -4.5060 -1.7404 -0.43
H 6.1544 -4.4858 -0.8624 0.21
H 4.4912 -0.6703 -1.8784 0.43
H 3.4771 -2.0630 -2.4569 0.41
H 3.6839 -1.7404 -0.7069 -0.56
H 6.5989 -0.7841 -1.1182 0.06
H 5.9849 -1.7852 0.1839 0.14
H 8.6394 -1.9853 -0.3397 0.43
H 7.8537 -3.5393 -0.5871 0.31
H 9.2321 -2.8979 -2.6158 0.39
H 8.2170 -1.5026 -2.8553 0.39
H 8.6186 -3.6493 -5.0841 0.51
H 7.9222 -2.0157 -4.8364 0.38
H 6.8842 -3.2744 -5.4274 0.51
H 7.9280 -4.9748 -2.1418 0.44
H 8.0978 -5.1911 -3.8181 0.70
H 6.4128 -5.4040 -3.1278 -0.07
H 4.6611 -2.7247 -4.4411 -0.11
C 4.5122 1.0422 -4.7850 -1.48
C 3.3461 0.7883 -5.7632 1.85
C 2.0730 1.0156 -5.0029 -2.19
C 3.2785 1.7464 -6.9234 -1.46
C 4.4451 1.6663 -7.8532 -0.64
C 4.4493 0.2417 -8.3785 -1.55
C 4.4514 -0.8659 -7.2790 1.66
C 4.0618 -2.2445 -7.9446 -1.68
C 5.8093 -1.0926 -6.6442 -1.28
N 3.3329 -0.5787 -6.3430 0.23
O 3.3627 -1.6165 -5.3330 1.67
H 4.2565 2.0806 -4.4288 0.63
H 4.5797 0.3918 -3.9114 -0.36
H 5.4351 1.0695 -5.3509 0.40
H 2.1410 1.9959 -4.4801 0.52
H 1.2800 0.9360 -5.6842 0.71
H 1.9356 0.2803 -4.1873 -0.04
H 2.3000 1.6180 -7.4419 0.35
H 3.2726 2.7603 -6.5332 0.39
H 4.4327 2.4364 -8.6207 0.47
H 5.3630 1.8403 -7.3042 0.36
H 5.3503 0.0414 -8.9218 0.47
H 3.6144 0.1121 -9.0228 0.39
H 3.9791 -2.9994 -7.1579 0.20
H 4.8032 -2.4413 -8.7621 0.49
H 2.9915 -2.1806 -8.2763 0.29
H 5.6982 -1.6345 -5.6880 -0.52
H 6.3859 -0.1505 -6.3783 0.29
H 6.4332 -1.6419 -7.3288 0.76
H 2.4727 -2.0052 -5.4194 -0.24
C 2.1847 3.0139 6.3800 -1.74
C 0.7076 3.1440 5.9122 1.90
C 0.7295 4.2280 4.8011 -0.52
C 0.2079 1.8176 5.4550 0.21
C -1.3318 1.8698 5.2541 1.52
C -1.9389 2.2313 6.6453 -2.45
C -1.4405 3.5503 7.2980 2.11
C -2.1326 4.7391 6.5919 -1.27
C -1.9211 3.5290 8.7949 -1.71
N -0.0052 3.5440 7.1888 0.26
O 0.4897 4.8130 7.6384 -0.57
H 2.2848 2.3913 7.3037 0.40
H 2.9119 2.5210 5.6601 -0.10
H 2.6059 4.0365 6.5772 0.42
H -0.2020 4.6391 4.4885 -0.51
H 1.3511 5.0711 4.9372 0.83
H 1.1872 3.7336 3.8663 -0.09
H 0.7334 1.5810 4.4816 -1.17
H 0.4636 0.9564 6.1397 0.52
H -1.4988 2.5929 4.4756 -0.54
H -1.8703 0.9293 4.8552 -0.19
H -1.6953 1.4558 7.3418 0.77
H -3.0330 2.3723 6.6360 -0.14
H -3.0270 5.0650 7.1793 0.41
H -2.5821 4.4424 5.6268 -0.23
H -1.5530 5.6515 6.5398 0.29
H -1.7343 4.4805 9.3169 0.46
H -1.2879 2.7136 9.2111 0.46
H -2.9106 3.1296 8.9084 0.37
H 0.4529 4.7679 8.6264 0.39
C 2.4833 -1.3348 4.9874 -1.30
C 2.1943 -2.1960 3.7017 1.75
C 3.0687 -1.8356 2.5406 -0.77
C 2.3116 -3.7291 3.9899 -1.23
C 1.1178 -4.3127 4.7442 -0.97
C -0.1323 -4.0434 3.9743 -1.33
C -0.3516 -2.5310 3.9995 0.88
C -1.6454 -2.3370 3.1989 -1.45
C -0.6719 -1.8154 5.3274 -1.14
N 0.7168 -1.8968 3.2176 0.51
O 0.5477 -0.4902 3.1335 2.54
H 1.8232 -1.6764 5.8140 0.41
H 3.5120 -1.5130 5.4014 0.42
H 2.3384 -0.2873 4.7289 -0.22
H 4.0611 -2.2043 2.5160 1.03
H 2.6182 -2.2625 1.6809 -0.43
H 3.0851 -0.7642 2.4144 -0.85
H 2.3729 -4.2014 3.0515 0.27
H 3.2049 -3.8984 4.5533 0.53
H 1.3898 -5.3400 4.8715 0.67
H 1.0570 -4.0161 5.8129 0.27
H -0.9102 -4.5971 4.4827 0.44
H -0.0921 -4.3076 2.9076 0.35
H -1.4912 -2.7800 2.2373 0.19
H -1.8127 -1.2508 3.1774 -0.69
H -2.4888 -2.8236 3.7343 0.49
H 0.1608 -1.9462 6.0755 0.37
H -1.5894 -2.2229 5.8197 0.42
H -0.6456 -0.7208 5.1548 -0.35
H 0.2071 -0.3222 2.2365 -0.97
C 6.4778 5.1056 4.1741 -1.96
C 5.9851 3.7055 3.8892 1.77
C 6.2452 2.9469 5.2612 -1.90
C 4.5404 3.8435 3.4881 -1.56
C 3.9488 2.4679 3.0709 2.01
C 4.6925 1.9438 1.8947 -0.96
C 6.1919 1.9737 2.1161 2.13
C 6.6048 0.6507 2.8585 -1.41
C 6.7885 1.9787 0.7177 -1.63
N 6.6728 3.2380 2.6905 0.22
O 8.0831 3.0499 2.9247 -0.52
H 5.9412 5.6050 4.9628 0.40
H 7.5339 5.1743 4.3412 0.44
H 6.3192 5.7285 3.2563 0.40
H 5.8568 1.9232 5.2698 0.21
H 7.2701 3.0531 5.3638 0.63
H 5.7549 3.5212 6.0335 0.43
H 3.9138 4.3393 4.2370 0.33
H 4.5225 4.4590 2.6196 0.55
H 3.8915 1.8011 3.9952 -0.62
H 2.8781 2.5615 2.7522 -1.01
H 4.3944 2.5375 0.9767 0.17
H 4.4448 0.9061 1.6619 -0.17
H 6.4702 -0.2063 2.2497 0.14
H 6.0516 0.5474 3.7954 0.14
H 7.6993 0.7275 2.9979 0.50
H 6.4114 2.8921 0.2200 0.50
H 6.3378 1.1782 0.0946 0.09
H 7.8668 1.9272 0.5636 0.38
H 8.4258 3.7862 2.4097 0.37
C -6.8592 2.1019 -3.1040 -1.01
C -6.8238 3.5191 -3.6302 2.05
C -8.3409 3.9526 -3.8268 -1.89
C -6.0570 4.5089 -2.6795 -1.99
C -4.5371 4.2564 -2.6576 2.49
C -4.0403 4.3950 -4.0725 -1.65
C -4.6979 3.4880 -5.0619 2.39
C -4.1682 3.9439 -6.4240 -2.06
C -4.3244 2.0478 -4.8996 -1.26
N -6.1589 3.7130 -4.9716 -0.10
O -6.7864 2.7153 -5.8558 -0.49
H -6.8195 1.3294 -3.8649 0.16
H -6.0709 1.8921 -2.3366 -0.20
H -7.8084 2.0488 -2.5654 0.60
H -8.7391 4.0142 -2.8477 0.49
H -8.4191 5.0092 -4.2914 0.36
H -8.9000 3.2368 -4.4287 0.39
H -6.3066 5.5286 -3.0048 0.40
H -6.5316 4.4661 -1.7062 0.45
H -4.0787 4.9406 -1.9583 -1.26
H -4.3489 3.3233 -2.1913 -0.69
H -2.9109 4.1963 -4.0516 0.37
H -4.0893 5.4434 -4.4162 0.28
H -4.3129 5.0041 -6.6604 0.43
H -4.5997 3.3425 -7.2776 0.43
H -3.1401 3.6785 -6.4144 0.43
H -4.7261 1.4741 -5.7284 0.40
H -4.6507 1.5810 -4.0068 -0.10
H -3.1762 1.9612 -4.9329 0.28
H -6.9428 3.2218 -6.6864 0.37
C -0.4285 -0.1439 -2.2327 -1.00
C 0.1265 -0.4895 -0.8346 3.20
C 0.3160 -2.0345 -0.7176 0.37
C 1.4778 0.2416 -0.6032 0.47
C 1.2773 1.7578 -0.6909 -1.25
C 0.4538 2.2127 0.4837 -0.11
C -0.8994 1.5768 0.5174 3.49
C -1.5557 1.7430 1.8448 0.11
C -1.8143 2.0921 -0.5622 -0.80
N -0.6684 0.0030 0.2873 0.07
O -1.9862 -0.5646 0.2033 2.17
H 0.1860 -0.6920 -2.9629 -0.17
H -1.4281 -0.6378 -2.2281 -0.55
H -0.5388 0.8346 -2.5246 0.84
H 0.9614 -2.4709 -1.5117 -0.04
H 0.6226 -2.3930 0.3201 -0.69
H -0.6171 -2.5303 -0.9398 -0.75
H 1.8877 -0.0469 0.3431 -0.35
H 2.1250 -0.0732 -1.4758 -1.24
H 2.2813 2.2009 -0.7607 0.58
H 0.8760 2.0364 -1.6811 0.33
H 0.3781 3.3161 0.4528 -0.08
H 1.0729 1.9835 1.3142 -0.75
H -0.9124 1.2613 2.6659 -1.09
H -2.5024 1.1751 1.7322 -0.62
H -1.5906 2.7917 2.0849 0.33
H -2.6530 1.4082 -0.6752 -0.55
H -1.2248 2.1748 -1.5236 -0.07
H -2.1081 3.1152 -0.3346 -0.16
H -2.1289 -0.8569 1.1198 -0.82
C -3.0498 6.0374 3.4468 -0.43
C -2.1721 7.1416 2.7786 1.69
C -1.4894 7.9379 3.8722 -1.38
C -1.0355 6.4428 2.0354 -0.28
C -1.5543 5.9139 0.6798 1.31
C -2.2463 6.9810 -0.0916 -1.79
C -3.4144 7.5805 0.6264 1.63
C -3.9058 8.7154 -0.1823 -1.88
C -4.5860 6.5337 0.7219 -1.13
N -2.8212 8.1066 1.9407 -0.06
O -4.0023 8.6383 2.5720 -0.46
H -3.4675 5.2541 2.7097 -0.48
H -2.5306 5.5738 4.2887 -0.52
H -3.9477 6.5807 3.8029 0.67
H -0.4860 8.2858 3.5373 0.42
H -2.0547 8.8405 4.1486 0.27
H -1.2570 7.3423 4.7248 0.12
H -0.2551 7.1864 1.8263 0.89
H -0.6104 5.6613 2.7247 -1.15
H -0.6919 5.6011 0.1329 0.82
H -2.2232 5.0791 0.8158 -1.19
H -2.5626 6.6646 -1.1273 0.16
H -1.5756 7.8463 -0.3350 0.51
H -4.8544 9.1694 0.0504 0.30
H -4.0092 8.3955 -1.2229 0.32
H -3.0369 9.4015 -0.0957 0.54
H -5.3682 6.8284 1.4689 0.27
H -4.2651 5.5139 0.9447 -0.24
H -5.0856 6.6338 -0.2279 0.55
H -3.7391 9.5224 2.8519 0.38
C 3.2063 -6.2063 0.3020 -1.55
C 2.3223 -6.9040 -0.7377 2.43
C 0.9039 -6.3584 -0.7010 -1.62
C 2.7786 -6.5744 -2.2320 -1.46
C 3.9291 -7.4415 -2.6094 -0.04
C 3.4973 -8.8531 -2.4133 -1.95
C 3.2628 -9.3943 -0.9714 1.89
C 2.7711 -10.7980 -1.1376 -2.01
C 4.4952 -9.3116 -0.0746 -1.50
N 2.1677 -8.4412 -0.5938 -0.04
O 1.8202 -8.7392 0.7498 -0.48
H 3.1472 -5.1466 -0.0006 -0.21
H 2.8194 -6.3746 1.2666 0.76
H 4.2221 -6.3456 0.1936 0.51
H 0.3973 -6.5502 -1.6740 0.30
H 0.3351 -6.7527 0.1438 0.57
H 1.0284 -5.2623 -0.5944 -0.16
H 1.9324 -6.9004 -2.8710 0.69
H 3.0091 -5.4846 -2.3648 -0.22
H 4.1508 -7.1958 -3.6605 0.53
H 4.8621 -7.0669 -2.0589 0.07
H 4.1738 -9.5178 -2.9326 0.55
H 2.5447 -9.0005 -2.9378 0.36
H 3.6187 -11.3901 -1.4999 0.37
H 2.0311 -10.7936 -1.9104 0.42
H 2.4264 -11.2171 -0.2305 0.47
H 4.6499 -8.2783 0.3053 0.28
H 5.3922 -9.6337 -0.5522 0.37
H 4.3047 -9.9696 0.7685 0.40
H 0.9160 -8.9638 0.6936 0.38
C -4.9730 -1.3561 -3.1740 -0.69
C -5.8240 -2.2106 -2.1320 1.29
C -7.0156 -1.4601 -1.6530 -1.63
C -6.3363 -3.4440 -2.9432 -1.54
C -5.1822 -4.3940 -3.2615 -0.25
C -4.6266 -4.9574 -1.8990 -1.42
C -4.0495 -3.7710 -1.0599 2.17
C -3.6997 -4.1210 0.3752 -2.29
C -2.7839 -3.3175 -1.8159 -0.01
N -5.0916 -2.7058 -0.9482 -0.40
O -4.6548 -1.6701 -0.0814 2.06
H -4.3770 -0.5590 -2.7106 -0.44
H -4.3367 -2.0011 -3.7447 0.22
H -5.7039 -0.9361 -3.8559 0.52
H -7.5051 -2.1465 -0.9298 0.59
H -6.7573 -0.5024 -1.0570 -0.49
H -7.6764 -1.2802 -2.4793 0.54
H -7.1617 -3.9675 -2.5171 0.30
H -6.7003 -2.9713 -3.9165 0.40
H -5.5046 -5.2312 -3.8476 0.50
H -4.3788 -3.9081 -3.8720 0.06
H -3.9033 -5.7380 -1.8445 0.54
H -5.5141 -5.3647 -1.4160 0.40
H -3.2690 -3.3237 0.9268 -0.02
H -2.9548 -4.9185 0.2721 0.46
H -4.6042 -4.4606 0.9047 0.45
H -2.4332 -2.3319 -1.4537 -0.59
H -2.9504 -3.1654 -2.8743 -1.28
H -1.9614 -4.0867 -1.7266 0.47
H -4.3144 -0.8996 -0.5525 -0.67
C 0.4793 -4.5691 -6.5802 -1.41
C -0.1341 -3.3205 -6.0839 0.44
C -0.7692 -3.3393 -4.6724 -0.83
O 0.8268 -2.2660 -6.1107 -0.58
H 1.0441 -4.3872 -7.5150 0.36
H -0.2556 -5.3520 -6.8292 0.43
H 1.1584 -5.0368 -5.8757 0.16
H -0.9412 -3.0345 -6.7879 0.27
H -0.0433 -3.3855 -3.8656 -0.01
H -1.4741 -4.1709 -4.6287 0.55
H -1.3143 -2.4004 -4.6160 0.13
H 0.9156 -1.9659 -7.0013 0.13
```

The energy above the lowest of the compared OMol25 structures with the same formula, charge and spin is 0.000 eV. As for the HOMO-LUMO gap: 8.631 eV. As for the LUMO energy: 0.31 eV. The HOMO energy comes out at -8.32 eV. The electronic energy is -150239.2227 eV. As for the structure (SMILES): CC1(C)CCCC(C)(C)N1O.CC1(C)CCCC(C)(C)N1O.CC1(C)CCCC(C)(C)N1O.CC1(C)CCCC(C)(C)N1O.CC1(C)CCCC(C)(C)N1O.CC1(C)CCCC(C)(C)N1O.CC1(C)CCCC(C)(C)N1O.CC1(C)CCCC(C)(C)N1O.CC1(C)CCCC(C)(C)N1O.CC1(C)CCCC(C)(C)N1O.CC1(C)CCCC(C)(C)N1O.CC(C)O.